Below is a 15-piece molecular cluster, C60H161N19O21 overall at a distorted geometry, with properties calculated with ωB97M-V/def2-TZVPD.

Computed properties:
E_LUMO = 0.4987 eV
Multiplicity = 1
Kohn-Sham gap = 9.104 eV
E = -136132.10964 eV

Element x y z (Å)
O -4.6933 2.7841 -2.9308
O 4.0279 0.8655 0.5506
O 4.4814 -3.0201 -5.3879
O 3.0490 3.2127 -5.4471
O -2.2126 -7.8924 1.9577
O -0.8719 5.5173 -3.6237
O 1.2282 1.2036 7.2732
O -3.8650 -0.5342 1.4622
O -1.8322 -3.0081 -4.4225
O -2.5737 -0.9880 6.6938
O 3.2089 -5.4377 -0.3694
O 2.3440 -5.2504 6.9834
O -1.4963 0.9222 -6.7141
O -1.0782 1.2777 0.0108
O 2.0222 -0.2577 -3.5841
O -6.7618 0.2805 -0.8682
O -2.0934 5.5132 2.6720
O -3.7809 -4.3330 3.8401
O 2.1002 3.8710 1.6586
O 3.2049 -1.0660 4.2142
O 3.6402 7.2037 -5.6305
N 5.2688 3.5058 -5.5442
N 6.4295 -1.0768 -5.9850
N -5.3939 5.9708 1.2491
N 2.0272 -3.6491 4.6610
N 2.3523 -1.4867 8.2718
N 0.7990 -7.1244 -0.0327
N -2.1333 -2.0387 4.1099
N -2.4804 2.8531 -2.4957
N 0.7455 1.3560 -4.7545
N -3.1985 -0.6788 -5.1663
N 3.8328 -0.2989 -1.3543
N -3.8356 1.6881 -1.1469
N -5.0423 -1.8359 -0.7224
N -0.0044 -0.7448 -4.4638
N 0.6735 6.7204 -0.0979
N 2.7500 1.7118 -1.1040
N -0.2151 -1.4313 -1.3162
N 4.4661 1.5140 -4.7235
N 1.6591 6.8276 -3.0544
C -6.9815 -0.7324 -1.7988
C 2.2498 -3.1497 3.3123
C -4.0313 5.3702 1.3180
C 0.5825 1.9598 6.3025
C -3.0792 -2.7724 -3.8106
C -1.6109 5.8052 3.9297
C 1.2773 5.0442 1.4382
C 2.3212 -1.6680 3.2427
C -2.3423 -4.4028 3.5270
C 3.1393 -0.2742 7.8787
C 3.1254 3.9857 2.6708
C 3.5123 0.7532 -0.5297
C 2.5262 0.7139 6.7971
C 6.3867 -2.3859 -6.6842
C -4.0099 -4.8903 5.0979
C 7.3504 -3.4002 -5.9981
C -1.3514 -0.8837 4.6014
C -3.7384 2.4330 -2.2810
C -1.0255 -2.4257 0.7069
C 0.7959 -5.6748 -0.3315
C -3.1241 5.6166 0.1023
C 1.6978 -5.0973 4.7288
C 1.2650 -5.4178 6.1161
C -2.7997 1.3166 -6.4918
C 1.5744 5.4790 -3.5392
C 4.1634 2.7411 -5.2073
C -0.0266 -7.3916 1.1935
C 4.4853 -0.7341 3.6618
C -1.2888 -0.8844 6.1265
C -0.6780 0.1009 0.6544
C -4.0803 0.3636 2.5277
C -3.4715 5.8952 2.6001
C -4.7096 -1.8055 1.7128
C -6.4099 -2.0331 -1.1782
C 2.1836 -5.6766 8.3410
C 3.0676 6.3927 0.3745
C 2.0233 -5.2371 -1.1509
C 3.0477 7.2695 -6.8551
C 3.2264 -3.6064 -5.2779
C 4.4190 -0.8466 7.3086
C -3.3532 -1.2429 -3.8982
C -1.5451 -3.3226 4.2520
C -0.9511 1.4086 -7.9738
C -1.4970 -7.1824 0.9616
C 3.1134 8.0955 -4.7214
C -3.6016 -7.4632 2.0330
C 4.3459 -5.0607 -1.1290
C 2.8693 7.5308 -3.3092
C 1.0190 0.1232 -4.2532
C -1.2409 -4.2497 -4.1699
C 0.2385 4.8761 -3.0497
C 1.6975 5.7506 0.2104
C -3.2855 0.7751 -5.1714
C -1.0566 -1.1727 -0.0837
C -7.7748 1.1695 -0.4975
C -2.4739 -1.2698 8.1077
C -4.7922 -2.6077 0.4414
C -0.5671 2.4386 0.6256
C 4.8826 -2.9034 -6.7165
C -0.9867 5.1964 -4.9752
H -2.6858 -0.7018 -3.1566
H -2.3074 -4.1193 2.5008
H 5.0792 4.4608 -5.5404
H -1.3312 0.8778 -8.8502
H -7.9011 1.9928 -1.2531
H 3.0535 7.1146 1.2741
H 6.0737 3.2564 -5.0296
H -4.0076 -8.2393 2.6830
H 1.7019 5.3257 -4.6604
H -0.9145 -4.3801 -3.1553
H -4.8105 -0.8536 -0.4836
H -1.2732 2.8011 1.4386
H -3.4247 -4.3438 5.9018
H 1.7352 -7.3897 0.1810
H 6.6037 -2.1314 -7.7552
H -1.4500 -3.6169 5.3151
H -0.3516 -0.8381 4.2344
H 2.5005 -3.1047 -5.9073
H 4.8206 -4.1622 -0.6797
H -0.7374 -0.0209 6.4999
H -0.6258 3.1476 -0.2305
H 3.3976 6.9318 -0.5531
H -3.4831 6.9966 2.7013
H 5.1150 -0.3647 4.4724
H 2.1421 8.5055 -4.9649
H -4.3274 1.0790 -5.1142
H -3.1126 -2.9921 -2.7256
H -4.1028 -7.4494 1.1163
H 0.2495 3.8024 -3.3037
H -8.0508 -0.8143 -2.0610
H -4.3804 -1.1300 -3.4587
H -6.5003 -2.8020 -1.9849
H 3.2197 8.2868 -7.2733
H 8.1533 -2.8555 -5.5336
H -2.1102 -0.9917 -0.3936
H -0.5442 -3.4117 3.8694
H -2.8058 2.4366 -6.4269
H 6.0016 -1.1394 -5.0116
H -2.2807 5.6504 4.7765
H 5.7217 -0.3629 -6.4087
H -2.1671 -2.3695 8.2859
H 5.0772 -5.8815 -1.1164
H 0.7776 7.1471 -1.0325
H -2.9264 6.6864 0.0578
H 0.3794 -6.8733 2.0760
H -4.7611 1.3203 -0.8885
H 1.3144 -1.2215 3.5325
H -5.6978 -1.4255 2.0047
H -3.8018 -3.3790 -4.4183
H -5.3699 6.7663 0.5869
H -0.1109 -1.6187 -3.9405
H 3.0882 -3.6055 2.8315
H 4.1602 -1.3762 6.3830
H -3.0118 1.3833 -0.6428
H 2.4001 2.3695 -0.4153
H 3.3104 -4.6429 -5.4631
H -3.6028 5.2349 -0.8069
H -0.6732 5.2564 4.0570
H 3.7726 8.9857 -4.7630
H 3.4511 5.0069 2.8698
H -0.7865 -1.7562 6.4999
H 1.3198 -3.4025 2.7545
H 3.9845 3.3349 2.3875
H 2.1164 1.3393 -1.8162
H 3.2555 1.4748 6.6927
H 2.3606 4.8042 -3.0809
H 0.8716 -5.2192 4.0465
H -0.0528 5.0826 -2.0132
H -1.7567 -7.3717 -0.1196
H 0.4092 2.2161 1.0368
H -1.3180 6.8583 3.9387
H 3.6688 6.8353 -3.0459
H -0.0898 -5.3377 -0.8672
H -0.0939 1.4444 -5.3105
H -2.1683 5.1512 0.2925
H 2.9855 -3.3746 -4.2386
H 6.8631 -3.9268 -5.1468
H 3.3996 6.5491 -7.5872
H 4.3575 0.0541 2.9167
H -3.5673 -6.4492 2.4234
H 1.3121 -5.1384 8.7782
H 3.8087 0.7938 -4.4100
H -0.0106 -2.5856 1.1146
H 2.1408 -2.1270 7.5396
H -1.8814 -5.1801 -4.2774
H 1.9324 -5.9233 -1.9905
H -3.7932 -0.0298 3.4851
H 2.0008 -4.1875 -1.4657
H 0.4307 -4.7928 6.4831
H -5.0770 0.8056 2.4470
H -0.8361 -0.4533 -4.9257
H 1.4058 5.8091 2.2702
H -1.7312 -2.3798 1.5548
H 1.1222 2.9013 6.0526
H -1.7622 -6.1321 1.0890
H 1.8650 4.9447 -0.4694
H -0.4443 -0.6544 -1.9357
H -1.1176 2.4599 -8.1325
H 7.7889 -4.0654 -6.7478
H 2.1942 -6.7838 8.3883
H -0.3709 2.2374 6.7234
H -0.1112 5.6092 -5.5699
H 1.9935 6.9882 -6.7599
H -3.4550 0.9529 -7.2589
H -1.3989 -3.2450 0.0811
H 4.9610 -1.6169 3.1495
H 2.7720 -3.5012 5.3469
H 0.1157 1.1467 -7.9482
H -6.1239 5.2740 1.0204
H -1.7540 -0.6118 8.5780
H 4.8441 -3.9117 -7.2203
H 2.6132 -1.3280 2.1827
H -1.9439 5.6143 -5.3436
H 4.0989 -4.8954 -2.1654
H 5.4579 1.2601 -4.6687
H -8.7463 0.6994 -0.4031
H -0.3566 -4.3579 -4.8575
H 5.0698 0.0272 7.0176
H 1.4961 2.0251 -4.8919
H -3.6525 -5.9308 5.1843
H 0.4309 1.4341 5.3767
H -4.2563 -2.3479 2.5572
H -3.2872 1.0931 2.3513
H 3.8281 5.6588 0.5625
H -3.8212 -3.1638 0.3795
H -7.0996 -2.3016 -0.3043
H 0.8840 7.2973 -3.4733
H 2.9671 8.4264 -2.6078
H -7.5825 1.5483 0.5257
H -3.0768 -2.0126 4.5172
H 0.0996 -8.4999 1.4295
H -1.9202 0.0068 4.2252
H 0.2454 4.7228 1.3865
H 0.4650 0.1479 0.7962
H 4.0735 -1.0965 -0.8611
H -2.3910 3.5388 -3.2137
H 1.4407 -1.1295 8.6333
H -4.0068 5.3043 3.3731
H -6.3807 -0.4781 -2.6679
H -3.4269 -1.0059 8.5518
H -1.6923 2.2249 -2.2764
H 4.9373 -1.4272 8.0364
H 2.7537 3.4752 3.5753
H 3.2620 -0.5009 -2.1922
H -2.6220 1.1659 -4.3435
H -1.8791 -5.3919 3.6742
H -2.4106 -1.0333 -5.6428
H 3.2877 0.2926 8.7551
H 2.4137 0.2233 5.8197
H -5.0936 -4.8090 5.3737
H -1.1083 0.1280 1.6365
H -5.4970 -3.4727 0.5143
H -4.2073 4.2572 1.3603
H -0.9561 4.0778 -5.0660
H 0.6271 -5.0874 0.6091
H 2.5098 -5.8157 4.3650
H -0.2329 6.3490 -0.0501
H 0.8903 -6.4781 6.1963
H 4.2306 -2.2223 -7.2617
H 0.7934 -1.3785 -1.0449
H 3.0846 -5.3418 8.8817